C45H37N4O3Pt as an isolated structure, computed with ωB97M-V/def2-TZVPD.

Each line ends with the Mulliken charge.
Cartesian coordinates (Å):
Pt 0.2946 -0.0317 -0.9675  1.231
O 0.2139 1.3638 -4.9749  -0.676
O -0.6917 -1.1035 0.3325  -0.122
O 1.7221 -0.2726 0.3674  -0.678
N -0.5237 1.4554 0.1884  1.559
N -0.8714 2.9891 -2.0683  0.117
N 0.0357 0.3562 -2.9457  0.334
N 0.9340 -1.7895 -1.7346  0.810
C 0.2022 -0.8408 -3.7944  -1.316
C -1.8556 1.3949 0.3773  0.341
C 2.2314 0.7893 1.1564  1.578
C -2.7495 -1.1077 3.8581  -0.936
C 0.2465 2.2998 0.8776  0.956
C -0.2632 3.9104 -4.1879  -0.903
C -0.0202 1.4827 -3.7893  0.112
C -1.1904 5.3177 -2.5012  -0.948
C 1.9198 1.5881 3.5595  0.172
C 1.5320 -0.7161 3.0581  -0.061
C -0.3884 2.8530 -3.2936  0.370
C -1.6954 3.1344 1.9991  -1.446
C 1.7161 2.1672 0.6557  -2.936
C 6.4895 0.7841 0.3809  -0.603
C -4.0680 -1.5312 3.9077  -0.635
C 4.6714 0.8266 1.9594  -0.443
C -2.5467 0.3378 -0.4148  -2.451
C -1.2693 4.2001 -1.6859  -0.001
C 1.3601 -4.2803 -2.7655  -0.481
C -2.0997 -3.4779 -0.5281  -0.264
C -2.2541 -4.5254 -1.4182  -0.955
C 4.2162 0.6905 -0.3893  -0.306
C -2.1022 -1.0633 0.1004  2.826
C -2.4695 2.2280 1.2902  -0.221
C -0.3296 3.1727 1.7885  -0.469
C -4.0891 -1.7120 1.5101  -0.393
C -2.4186 -2.1716 -0.9003  -0.536
C 1.2691 0.0793 5.3143  -0.693
C 3.7501 0.7589 0.9226  0.134
C -2.9054 -1.9418 -2.1807  -0.103
C -3.0665 -2.9954 -3.0768  -0.979
C 0.8768 -3.2697 -3.5715  -0.885
C 0.6770 -2.0125 -3.0217  0.764
C -2.0992 -0.9783 2.6370  0.262
C 1.6332 -4.0203 -1.4261  -0.979
C -2.7373 -4.2861 -2.7007  -0.515
C 6.0348 0.8407 1.6872  -0.942
C 1.8685 0.5590 2.6211  0.115
C -4.7381 -1.8328 2.7284  -1.038
C -0.6671 5.1681 -3.7754  -0.328
C 1.2331 -0.9556 4.3925  -0.784
C 1.3955 -2.7612 -0.9312  -0.160
C -2.7653 -1.2819 1.4574  -0.708
C 1.6203 1.3540 4.8931  -1.048
C 5.5732 0.7065 -0.6607  -0.913
H -3.6311 0.4140 -0.3601  0.777
H 5.9187 0.6537 -1.6850  0.441
H 2.0145 -4.7872 -0.7682  0.511
H -2.2546 0.4804 -1.4572  0.346
H -0.5798 6.0176 -4.4394  0.448
H 4.3370 0.8589 2.9871  0.448
H 2.2221 2.5850 3.2631  0.586
H 0.1369 3.7290 -5.1738  0.500
H -1.6742 4.2803 -0.6835  0.294
H 7.5510 0.7935 0.1722  0.403
H -2.2151 -0.8751 4.7708  0.523
H -2.0070 -5.5337 -1.1114  0.461
H 1.0359 -0.1061 6.3545  0.449
H 1.4937 -1.5278 2.3464  0.238
H 0.9685 -1.9563 4.7095  0.451
H 3.5093 0.6092 -1.2071  0.199
H -1.5349 6.2785 -2.1445  0.427
H 0.9119 -0.6360 -4.5967  0.785
H 2.2625 2.9638 1.1554  0.700
H 0.6538 -3.4349 -4.6164  0.541
H -0.7465 -1.0806 -4.2845  0.366
H -1.0705 -0.6469 2.6042  0.138
H 1.6702 2.1675 5.6054  0.471
H 0.3030 3.8533 2.3396  0.583
H -4.5729 -1.6328 4.8594  0.428
H 1.9361 2.2511 -0.4127  0.620
H -3.5362 2.1487 1.4454  0.650
H -4.6123 -1.9644 0.5946  0.482
H 1.5592 -2.4820 0.0977  0.274
H -1.7270 -3.6655 0.4720  0.436
H -3.4599 -2.8009 -4.0665  0.467
H -5.7659 -2.1701 2.7584  0.444
H -3.1804 -0.9461 -2.5036  0.453
H -2.1545 3.7963 2.7214  0.487
H -2.8687 -5.1057 -3.3950  0.453
H 6.7406 0.8911 2.5059  0.444
H 1.5247 -5.2686 -3.1734  0.450

Output
* E_tot: -62609.6574 eV
* energy relative to the best compared isomer or geometry (same formula, charge and spin): 0.00 kJ/mol
* frontier orbital gap: 6.83 eV
* E_HOMO: -0.41407 Ha
* largest force on an atom: 0.6 eV/A
* total charge: +1